#P
Below is C4H7NOS2 as an isolated structure, with properties calculated with ωB97M-V with the def2-TZVPD basis set.

Last column: Mulliken charge in e.
Geometry (Å):
C -1.307 1.384 1.422  -0.024
C -0.835 0.251 -0.843  -0.055
H 1.287 0.010 1.087  0.179
O 1.224 -1.975 0.319  -0.586
H -1.345 2.239 2.172  0.306
H 0.141 -2.384 0.044  0.330
H -1.295 0.317 -1.801  0.423
H 0.900 0.635 -1.735  0.584
S -1.736 -0.696 0.334  -0.046
C 0.597 -0.077 -1.056  -1.176
C 1.470 -0.515 0.113  -0.168
N -1.676 0.159 1.724  -0.301
S -0.709 1.971 -0.156  -0.091
H 0.685 -1.033 -1.647  0.350
H 2.599 -0.284 0.024  0.276

Computed properties:
**E_LUMO**: 0.5 eV
**Orbital gap**: 8.863 eV
**HOMO**: -0.308 Eh

#Q
Below is C4H7NOS2 as an isolated structure, with properties calculated with ωB97M-V with the def2-TZVPD basis set.

Last column: Mulliken charge in e.
Geometry (Å):
S -2.675 0.029 -0.196  -0.249
C 1.613 0.173 1.953  -0.759
H -2.266 2.065 -1.842  0.280
H 0.880 0.659 2.765  0.277
H 0.028 -3.470 0.082  0.377
H 1.605 -1.088 2.208  0.244
C -1.078 1.466 -1.909  -0.803
C -0.028 -0.334 -0.247  0.501
H 0.021 2.061 -1.499  0.272
N -0.362 -1.614 -0.169  -0.309
S 1.261 0.648 0.198  -0.085
C -1.229 0.263 -0.842  0.162
O 0.467 -2.539 0.406  -0.406
H -0.845 0.913 -3.140  0.226
H 2.608 0.769 2.232  0.273

Computed properties:
**E_LUMO**: -0.3 eV
**Orbital gap**: 7.836 eV
**HOMO**: -0.300 Eh

Which of them is the most stable, and which is the least stable? #P and #Q, in that order.

#P
Below is an isolated ion of composition C3H10N5 and charge +1, with properties calculated with ωB97M-V with the def2-TZVPD basis set.

Last column: Mulliken charge in e.
Geometry (Å):
H 0.467 -2.992 -1.176  0.216
N 0.098 -1.353 -0.249  -0.018
H -0.395 -0.290 -1.760  0.425
H 0.173 -2.490 2.094  0.163
N 0.027 0.615 -1.945  -0.472
C -0.132 0.718 0.747  0.058
H -0.156 1.392 1.672  0.321
N -0.130 1.268 -0.409  0.014
C 0.014 -0.770 0.881  0.645
H 1.008 0.572 -1.990  0.297
H -0.168 -1.060 2.940  0.181
H -0.693 2.842 -1.634  0.299
H 0.903 3.100 -0.724  0.305
H -0.211 -3.304 0.394  0.172
H -0.648 3.230 0.095  0.431
N 0.089 -2.683 -0.328  -0.669
C -0.174 2.694 -0.666  -0.894
N -0.073 -1.488 2.061  -0.473

Computed properties:
**Net charge**: +1
**E_LUMO (alpha / beta)**: -4.6 / -4.6 eV
**Orbital gap (alpha / beta)**: 7.795 / 7.794 eV
**HOMO (alpha / beta)**: -0.456 / -0.456 Eh
**Structure (SMILES)**: CN(N)/C=C(/N)N=[NH2+]

#Q
Below is an isolated ion of composition C3H10N5 and charge +1, with properties calculated with ωB97M-V with the def2-TZVPD basis set.

Last column: Mulliken charge in e.
Geometry (Å):
H -0.309 2.661 -0.885  0.376
N 1.153 1.310 0.062  -0.364
C -1.196 -0.388 0.722  -0.081
N 2.556 -0.748 -0.103  -0.475
H 2.229 -1.737 -0.123  0.343
N 0.234 -0.888 0.349  -0.580
H 1.803 1.427 -0.666  0.238
H -1.405 -0.609 1.718  0.433
H -2.736 -1.773 0.057  0.210
H 2.662 -0.390 -1.106  0.321
H 0.223 -1.111 -0.670  0.371
N -2.221 -0.935 -0.144  -0.556
N 1.195 -0.016 0.566  0.458
C -0.177 1.678 -0.367  -0.103
H 1.354 0.037 1.568  0.355
C -1.169 1.032 0.210  -0.536
H -2.213 1.326 -0.058  0.350
H -1.983 -0.877 -1.129  0.239

Computed properties:
**Net charge**: +1
**E_LUMO**: -4.1 eV
**Orbital gap**: 9.471 eV
**HOMO**: -0.498 Eh
**Structure (SMILES)**: N[C@@H]1C=CN[N@H+](N)N1

#R
Below is an isolated ion of composition C3H10N5 and charge +1, with properties calculated with ωB97M-V with the def2-TZVPD basis set.

Last column: Mulliken charge in e.
Geometry (Å):
C 0.272 -1.550 1.236  -1.214
N 1.122 -0.090 -0.426  0.918
H 0.233 -2.628 1.024  0.370
C -1.753 0.757 -1.013  -0.811
N -0.241 1.404 0.678  -0.213
H 2.567 0.167 -1.592  0.287
H 1.379 -1.217 1.455  0.301
C -0.170 -0.741 0.023  0.135
N 1.023 1.165 0.088  -0.203
H -1.037 0.971 -1.758  0.360
N -1.051 0.447 0.229  -0.120
H -2.364 1.646 -0.892  0.300
H -0.440 -1.516 -0.574  0.477
H -2.454 -0.101 -1.225  0.324
N 1.815 -0.488 -1.371  -0.722
H 1.756 1.841 0.165  0.220
H -0.284 1.447 1.705  0.305
H -0.372 -1.512 2.246  0.284

Computed properties:
**Net charge**: +1
**E_LUMO**: -5.3 eV
**Orbital gap**: 8.893 eV
**HOMO**: -0.520 Eh
**Structure (SMILES)**: [H]/N=[N+]1\NNN(C)[C@@H]1C

Which of them is the most stable, and which is the least stable? #P and #R, in that order.